Entry 1:
The following is a DFT calculation (wB97M-V/def2-TZVPD) of a single C5H6N2O molecule.

Calculated values
- Energy above the lowest of the compared OMol25 structures with the same formula, charge and spin: 88.49 kcal per mole
- F_max: 5.8 eV/A
- SMILES string: O[C@@H]1C=CC=NN=C1

CARTESIAN COORDINATES (ANGSTROEM)
O 0.2341 -1.8835 0.6195
C -0.6889 -0.9896 0.2599
C -0.7819 -0.1265 -0.9816
C 0.3552 0.4668 -1.3367
C 1.3822 0.7956 -0.3626
N 1.1262 1.1555 0.9236
N -0.0712 1.2446 1.4225
C -0.9000 0.2771 1.1834
H 1.0559 -1.2867 0.8245
H -1.6486 -1.5236 0.2365
H -1.4311 -0.3770 -1.7357
H 0.7373 0.7667 -2.3174
H 2.4495 1.1153 -0.6327
H -1.8188 0.3651 1.8967

=====

Entry 2:
The following is a DFT calculation (wB97M-V/def2-TZVPD) of a single C5H6N2O molecule.

Calculated values
- Energy above the lowest of the compared OMol25 structures with the same formula, charge and spin: 82.11 kcal per mole
- F_max: 1.5 eV/A

CARTESIAN COORDINATES (ANGSTROEM)
C -1.5676 -0.2477 -0.0351
C -1.0188 1.1641 -0.0988
C 0.4992 -0.4032 0.7163
N 1.5927 -1.0751 1.1567
C 0.4294 0.6753 -0.2894
O -0.6925 -0.9159 0.8479
C 0.1922 -0.1509 -1.5972
N 0.5504 -0.5145 -2.6402
H -2.5928 -0.4457 0.2460
H 1.4357 -2.0025 1.5306
H 2.4666 -0.9318 0.6704
H -1.3867 1.7102 -0.9638
H -1.1665 1.7622 0.8071
H 1.2588 1.3755 -0.3505

=====

Entry 3:
The following is a DFT calculation (wB97M-V/def2-TZVPD) of a single C5H6N2O molecule.

Calculated values
- Energy above the lowest of the compared OMol25 structures with the same formula, charge and spin: 68.66 kcal per mole
- F_max: 9.1 eV/A
- SMILES string: CC1=C(N)N=CC1=O

CARTESIAN COORDINATES (ANGSTROEM)
C 0.8418 1.6668 0.1884
C 0.3328 0.3074 0.0258
C -0.8417 -0.2568 0.0505
N -2.0522 0.1647 -0.0021
N -0.8803 -1.7007 0.2316
C 0.3252 -1.9502 0.0916
C 1.3570 -0.7512 0.0357
O 2.5497 -0.7035 -0.1123
H 0.5950 2.0579 1.1202
H 1.9980 1.4585 0.2162
H 0.3984 2.1160 -0.7900
H -2.3375 1.1367 -0.7193
H -2.7143 -0.5179 -0.1921
H 0.4282 -3.0276 -0.1444

=====

Entry 4:
The following is a DFT calculation (wB97M-V/def2-TZVPD) of a single C5H6N2O molecule.

Calculated values
- Energy above the lowest of the compared OMol25 structures with the same formula, charge and spin: 120.86 kcal per mole
- F_max: 10.2 eV/A
- SMILES string: C=N/N=C1\C=COC1

CARTESIAN COORDINATES (ANGSTROEM)
C -3.1303 -0.0651 0.3167
N -1.9594 0.4659 -0.2486
N -1.0283 -0.6277 -0.3344
C 0.0312 -0.2438 -0.0468
C 0.5660 1.1626 -0.0853
C 1.8140 0.9680 0.1121
O 2.3876 -0.2528 -0.0296
C 1.3439 -1.2233 0.1049
H -3.4286 -1.0670 0.0378
H -3.9210 0.5792 0.7921
H 0.2071 2.0897 -0.0817
H 2.4260 1.7663 0.3708
H 1.2791 -2.2915 -0.4368
H 1.5015 -1.5117 1.2260

=====

Entry 5:
The following is a DFT calculation (wB97M-V/def2-TZVPD) of 2 unconnected molecules or ions with the total composition C5H6N2O.

Calculated values
- Energy above the lowest of the compared OMol25 structures with the same formula, charge and spin: 93.56 kcal per mole
- F_max: 7.2 eV/A

CARTESIAN COORDINATES (ANGSTROEM)
C -0.0972 0.8247 -0.0590
C -1.3814 0.8515 -0.0461
C -1.8875 -0.4302 0.0251
C -0.7900 -1.3333 -0.0445
C 1.6685 -1.0184 -0.1091
H 0.4922 2.7349 0.7470
H -2.0803 1.7691 0.0614
H -2.8990 -0.7432 0.0614
H -0.7395 -2.3969 -0.2174
H 1.6840 -2.1327 -0.2897
H 2.2503 0.8361 0.0821
N 0.3300 -0.5167 -0.0592
N 2.6070 -0.1882 0.1280
O 0.8429 1.7432 -0.2800

=====

Entry 6:
The following is a DFT calculation (wB97M-V/def2-TZVPD) of a single C5H6N2O molecule.

Calculated values
- Energy above the lowest of the compared OMol25 structures with the same formula, charge and spin: 102.28 kcal per mole
- F_max: 10.0 eV/A
- SMILES string: c1[nH]nc2c1CCO2

CARTESIAN COORDINATES (ANGSTROEM)
C 1.6875 0.7999 -0.0557
N 2.2531 -0.3968 -0.0917
N 1.4982 -1.5498 0.2538
C 0.2910 -0.8957 -0.0999
C 0.3738 0.4568 -0.2434
C -1.1329 0.8340 0.3010
C -1.7985 -0.4185 -0.1394
O -1.0306 -1.4437 -0.0278
H 2.2091 1.8256 -0.1995
H 3.2610 -0.7642 0.1738
H -1.3086 1.1433 1.2524
H -1.5970 1.7097 -0.3475
H -2.6862 -0.6504 0.4740
H -2.0199 -0.6502 -1.2500

=====

Entry 7:
The following is a DFT calculation (wB97M-V/def2-TZVPD) of a molecular structure, C5H6N2O.

Calculated values
- Energy above the lowest of the compared OMol25 structures with the same formula, charge and spin: 153.70 kcal per mole
- F_max: 7.1 eV/A

CARTESIAN COORDINATES (ANGSTROEM)
C 2.5555 -0.3250 -0.1630
C 1.0425 0.0374 0.2064
C -0.8375 1.0718 -0.1049
C -2.2045 0.9517 -0.0065
C -0.3939 -0.3681 -0.2373
H 3.4743 0.0684 0.4362
H 2.7120 -1.4518 0.0328
H 2.6980 -0.2503 -1.4277
H 0.8287 -0.2143 1.5103
H -2.9645 1.6883 -0.4339
H -3.5195 -0.9496 0.2837
N -2.4928 -0.4219 -0.0568
N -1.4369 -1.2397 -0.0422
O 0.5387 1.4031 0.0030

=====

Entry 8:
The following is a DFT calculation (wB97M-V/def2-TZVPD) of a single C5H6N2O molecule.

Calculated values
- Energy above the lowest of the compared OMol25 structures with the same formula, charge and spin: 34.33 kcal per mole
- Expectation value of S²: 2.0550
- Spin multiplicity: 3
- F_max: 4.0 eV/A

CARTESIAN COORDINATES (ANGSTROEM)
C -1.2004 1.0490 -1.1877
C -1.7549 1.0643 -2.4397
C -0.2300 0.1034 -0.8027
C 0.1361 -0.1227 0.4742
C 1.1309 -1.1669 0.7503
N -1.1850 0.4305 -3.4387
N 0.2849 -0.6541 -1.7859
O 0.0366 -0.5366 -3.0453
H -1.5730 1.6857 -0.4201
H -2.5690 1.7580 -2.7011
H -0.2587 0.6354 1.1657
H 1.1454 -1.5435 1.9083
H 2.1634 -0.7477 0.6445
H 0.8638 -1.9701 0.0244

=====

Entry 9:
The following is a DFT calculation (wB97M-V/def2-TZVPD) of a single C5H6N2O2 molecule.

Calculated values
- Energy above the lowest of the compared OMol25 structures with the same formula, charge and spin: 60.22 kcal per mole
- F_max: 5.8 eV/A
- SMILES string: CC1=NN=C(C(=O)O)C1

CARTESIAN COORDINATES (ANGSTROEM)
C 2.5624 0.2397 -0.2129
C 1.1180 0.0064 0.0574
N 0.8631 -1.3017 0.0212
N -0.6058 -1.4198 0.0317
C -1.1199 -0.2837 -0.0023
C -2.5474 0.0592 -0.0657
O -3.0593 1.1467 -0.0215
O -3.4026 -0.9452 -0.1479
C -0.0784 0.7522 0.1229
H 3.1363 0.5635 0.7936
H 2.8492 0.9729 -1.1076
H 3.0051 -0.7609 -0.2193
H -2.7762 -1.7414 0.1314
H 0.0096 1.0261 1.1598
H 0.0460 1.6861 -0.5409

=====

Entry 10:
The following is a DFT calculation (wB97M-V/def2-TZVPD) of a molecular structure, C5H6N2O2.

Calculated values
- Energy above the lowest of the compared OMol25 structures with the same formula, charge and spin: 93.10 kcal per mole
- F_max: 15.4 eV/A

CARTESIAN COORDINATES (ANGSTROEM)
C 2.1152 0.0542 -0.0385
C 1.0651 -0.2551 1.0913
C -0.3855 -0.0238 0.3825
C -0.8843 1.1166 -0.0429
C -2.2066 -0.6380 -0.2314
H 2.9481 -0.9346 -1.5118
H 1.2667 0.7208 1.6268
H 1.0389 -1.3335 1.4784
H -0.5618 1.8826 -0.2836
H -2.9203 1.0357 -0.8855
H -3.0372 -0.9640 -0.4069
N -2.2100 0.6198 -0.5473
N -1.2117 -1.0987 0.3665
O 2.1339 -1.1533 -0.8606
O 2.8495 0.9714 -0.1369

=====

Entry 11:
The following is a DFT calculation (wB97M-V/def2-TZVPD) of a single C5H6N2O2 molecule.

Calculated values
- Energy above the lowest of the compared OMol25 structures with the same formula, charge and spin: 0.00 kcal per mole
- F_max: 3.9 eV/A
- SMILES string: Cc1cc(=O)[nH]c(O)n1

CARTESIAN COORDINATES (ANGSTROEM)
C -2.4224 -0.0401 -0.0011
C -0.9252 -0.0388 -0.0999
C -0.2677 1.1826 -0.0237
C 1.1641 1.2705 -0.0056
O 1.8263 2.3099 -0.1318
N 1.7666 0.0292 0.0755
C 1.0332 -1.1151 -0.0487
O 1.6797 -2.2609 -0.1027
N -0.2203 -1.1829 -0.1199
H -2.9155 -0.5254 -0.8815
H -2.7889 0.9709 0.2098
H -2.5920 -0.6552 0.8739
H -0.8177 2.0768 -0.1039
H 2.8231 0.1151 0.1477
H 2.6567 -2.1367 0.2119

=====

Entry 12:
The following is a DFT calculation (wB97M-V/def2-TZVPD) of a molecular structure, C5H6N2O3S.

Calculated values
- Energy above the lowest of the compared OMol25 structures with the same formula, charge and spin: 45.64 kcal per mole
- Expectation value of S²: 2.0205
- Spin multiplicity: 3
- F_max: 3.8 eV/A

CARTESIAN COORDINATES (ANGSTROEM)
C 2.6933 -1.7026 -0.4670
C 3.5336 -0.5650 -0.2708
C 1.3349 -1.7333 -0.2017
C 0.2502 0.8448 -0.0428
C -2.2316 0.6634 -0.3597
N 1.3258 0.4673 0.6454
N -0.9859 0.4293 0.4140
O 0.2392 -2.1315 -0.0637
O 0.2937 1.3589 -1.1470
O 3.4862 1.7952 0.7475
S 2.6569 0.9809 -0.1375
H 2.9674 -2.5809 -1.0527
H 4.6054 -0.5681 -0.7290
H -2.9127 1.2443 0.1675
H -1.8080 1.4794 -1.0085
H -2.6307 -0.3116 -0.6941
H -1.0739 -0.1135 1.3352

=====

Entry 13:
The following is a DFT calculation (wB97M-V/def2-TZVPD) of a single C5H6N2O5 molecule.

Calculated values
- Energy above the lowest of the compared OMol25 structures with the same formula, charge and spin: 125.50 kcal per mole
- F_max: 5.9 eV/A

CARTESIAN COORDINATES (ANGSTROEM)
C 0.1708 0.0744 0.0845
C 1.5622 -0.2083 0.2683
C -0.5862 1.2553 0.5226
C 0.7054 -2.7651 -1.9525
C -1.3374 2.6860 2.1721
N 0.8130 -1.4281 -1.4907
N -0.2292 -0.7089 -0.9318
O -1.3370 -0.7849 -1.4876
O 2.3865 0.0697 1.1128
O -1.2037 1.9673 -0.2325
O 1.9202 -1.1785 -0.7029
O -0.6186 1.4678 1.8630
H 1.7392 -3.0580 -2.1587
H 0.1753 -3.3772 -1.0775
H 0.0674 -2.7376 -2.8345
H -0.5257 3.4169 2.0906
H -1.6371 2.6230 3.2492
H -2.0651 2.6863 1.5057

=====

Entry 14:
The following is a DFT calculation (wB97M-V/def2-TZVPD) of a single C5H6N2S molecule.

Calculated values
- Energy above the lowest of the compared OMol25 structures with the same formula, charge and spin: 41.55 kcal per mole
- F_max: 5.3 eV/A
- SMILES string: c1nc2c(s1)NCC2

CARTESIAN COORDINATES (ANGSTROEM)
C 2.4883 -0.9314 0.0355
N 1.3440 -1.5139 0.0036
C 0.3337 -0.6445 0.0678
C 0.7508 0.7493 0.0980
S 2.4500 0.8360 0.1775
N -0.4117 1.4625 0.2668
C -1.5732 0.6342 -0.2108
C -1.1843 -0.7465 0.1832
H 3.4433 -1.5571 0.0339
H -0.3904 2.3197 -0.3353
H -1.4950 0.8272 -1.3158
H -2.5506 0.9859 0.2730
H -1.6226 -1.5423 -0.4069
H -1.5824 -0.8791 1.1295

=====

Entry 15:
The following is a DFT calculation (wB97M-V/def2-TZVPD) of a single C5H6N2S molecule.

Calculated values
- Energy above the lowest of the compared OMol25 structures with the same formula, charge and spin: 106.40 kcal per mole
- F_max: 7.9 eV/A
- SMILES string: N#CC(=S)C[C@H]1CN1

CARTESIAN COORDINATES (ANGSTROEM)
N 0.4120 2.5331 0.0027
C 0.8951 1.4018 0.0954
C 1.0791 -0.0101 0.3058
S 2.4133 -0.8037 -0.2691
C -0.2307 -0.7215 0.7696
C -1.3495 -0.5171 -0.2409
C -2.6998 -0.9235 -0.0756
N -2.4366 0.5903 -0.1521
H -0.1084 -1.6893 0.6518
H -0.6059 -0.3574 1.7472
H -1.0332 -0.6924 -1.2859
H -3.2078 -1.5836 -0.8851
H -2.7471 -1.1906 0.8884
H -2.9038 1.1293 -0.8917

=====

Entry 16:
The following is a DFT calculation (wB97M-V/def2-TZVPD) of a single C5H6N2S molecule.

Calculated values
- Energy above the lowest of the compared OMol25 structures with the same formula, charge and spin: 35.54 kcal per mole
- F_max: 1.0 eV/A
- SMILES string: C=Cn1ccc(S)n1

CARTESIAN COORDINATES (ANGSTROEM)
C 2.7268 -0.4688 -0.0108
C 1.5219 -1.0340 0.0005
N 0.2893 -0.3417 0.0024
C 0.0593 0.9953 0.0043
C -1.3022 1.1491 0.0005
C -1.8112 -0.1738 0.0036
S -3.4842 -0.7269 -0.0033
N -0.8479 -1.0707 -0.0033
H 2.8753 0.5861 -0.0186
H 3.5915 -1.0967 0.0228
H 1.3629 -2.1048 0.0143
H 0.8656 1.6982 -0.0058
H -1.8408 2.0774 -0.0086
H -4.0064 0.5112 0.0020

=====

Entry 17:
The following is a DFT calculation (wB97M-V/def2-TZVPD) of a single C5H6N2S molecule.

Calculated values
- Energy above the lowest of the compared OMol25 structures with the same formula, charge and spin: 103.56 kcal per mole
- F_max: 7.3 eV/A
- SMILES string: CN/C=C\C(=S)C#N

CARTESIAN COORDINATES (ANGSTROEM)
C 2.5460 0.3182 0.2872
N 1.0370 0.5178 -0.0997
C 0.2778 -0.5241 -0.2978
C -1.1010 -0.7305 -0.0973
C -1.9974 0.2114 0.2266
S -1.9174 1.9756 -0.0827
C -3.3247 -0.2869 0.3779
N -4.4532 -0.4924 -0.0176
H 3.3424 0.7421 -0.5624
H 2.8241 -0.6898 0.4300
H 2.5374 0.6718 1.3781
H 0.6941 1.5955 -0.3665
H 0.8229 -1.5665 -0.6064
H -1.2882 -1.7421 -0.5692

=====

Entry 18:
The following is a DFT calculation (wB97M-V/def2-TZVPD) of a molecular structure, C5H6N3O.

Calculated values
- Energy above the lowest of the compared OMol25 structures with the same formula, charge and spin: 22.02 kcal per mole
- F_max: 2.7 eV/A
- Charge: -1

CARTESIAN COORDINATES (ANGSTROEM)
C -1.8221 0.1471 -0.4465
C -1.7678 1.5074 -0.2424
C -0.5456 -0.3485 -0.1069
C 0.2250 0.7088 0.2850
C 1.4065 -1.4132 0.5069
N -0.5147 1.8388 0.2030
N 0.0800 -1.6221 -0.1133
N 1.9342 -0.0124 0.5973
O 2.7464 0.2933 -0.3748
H -2.6820 -0.4046 -0.7865
H -2.5164 2.2625 -0.4023
H 1.3160 -1.7491 1.5526
H 2.1509 -2.0393 0.0033
H -0.1892 2.7707 0.4013
H 0.1787 -1.9393 -1.0768